ORCA calculation (ωB97M-V/def2-TZVPD) on a cluster of 2 separate species, C2H7O2 in total.

Properties
relative energy (zero: lowest compared OMol25 entry of this formula, charge and spin)	9.99	kcal/mol
gap between HOMO and LUMO	11.9	eV
strongest force on any atom	0.0343	hartree/bohr
energy	-6274.533	eV
total charge	+1

XYZ file:
```
11
C2H7O2 (ωB97M-V/def2-TZVPD)
O 0.437 0.431 2.148
H -0.637 0.126 1.011
H 0.337 1.159 2.773
H 0.412 -0.359 2.701
O -1.084 0.483 0.160
C -0.786 0.155 -1.002
C 0.480 -0.451 -1.370
H -1.599 0.247 -1.731
H 0.375 -1.448 -1.819
H 1.221 -0.365 -0.587
H 0.844 0.024 -2.285
```

Listed below, in e, are the natural (NBO) charges computed for each atom: O -0.942; H 0.554; H 0.518; H 0.504; O -0.532; C 0.573; C -0.778; H 0.214; H 0.314; H 0.268; H 0.305



ORCA calculation (ωB97M-V/def2-TZVPD) on a structure of composition C2H7O2P2S.

Properties
relative energy (zero: lowest compared OMol25 entry of this formula, charge and spin)	45.63	kcal/mol
gap between HOMO and LUMO	6.8	eV
strongest force on any atom	0.0666	hartree/bohr
energy	-35695.856	eV
total charge	-1

XYZ file:
```
14
C2H7O2P2S (ωB97M-V/def2-TZVPD)
C 1.679 0.481 0.465
C 0.560 1.303 0.884
O -1.147 -2.443 -0.970
O -2.144 1.636 0.625
P -0.803 -0.982 -1.450
P -1.122 0.577 0.739
S 0.063 0.916 2.583
H 2.664 0.910 0.717
H 1.732 0.298 -0.665
H 1.532 -0.539 0.855
H 0.619 2.462 0.619
H -2.126 -0.653 -1.605
H -0.502 -1.394 -2.716
H -1.004 -2.572 -0.082
```

Listed below, in e, are the natural (NBO) charges computed for each atom: C -0.631; C -0.710; O -1.003; O -1.163; P 0.686; P 1.119; S -0.367; H 0.193; H 0.193; H 0.211; H 0.216; H -0.080; H -0.149; H 0.485



ORCA calculation (ωB97M-V/def2-TZVPD) on the ion C2H7O3SSi with charge -1.

Properties
relative energy (zero: lowest compared OMol25 entry of this formula, charge and spin)	36.62	kcal/mol
gap between HOMO and LUMO	8.6	eV
SMILES	CC[SiH2]S(=O)(=O)[O-]
strongest force on any atom	0.0536	hartree/bohr
energy	-27044.371	eV
total charge	-1

XYZ file:
```
14
C2H7O3SSi (ωB97M-V/def2-TZVPD)
C 2.280 -0.202 -0.099
C 0.856 -0.677 0.131
Si -0.551 0.873 0.011
S -2.537 -0.058 -0.011
O -3.435 1.108 -0.121
O -2.548 -0.932 -1.197
O -2.644 -0.774 1.277
H 2.423 0.094 -1.136
H 2.498 0.663 0.525
H 3.005 -0.985 0.136
H 0.754 -1.098 1.130
H 0.575 -1.443 -0.587
H -0.318 1.651 -1.210
H -0.358 1.779 1.150
```

Listed below, in e, are the natural (NBO) charges computed for each atom: C -0.613; C -0.750; Si 0.748; S 2.083; O -1.035; O -1.028; O -1.030; H 0.195; H 0.191; H 0.188; H 0.213; H 0.222; H -0.193; H -0.192



ORCA calculation (ωB97M-V/def2-TZVPD) on the molecule C2H7O4P.

Properties
relative energy (zero: lowest compared OMol25 entry of this formula, charge and spin)	0.00	kcal/mol
⟨S²⟩	2.006
gap between HOMO and LUMO (alpha / beta)	5.4 / 9.8	eV
strongest force on any atom	0.0998	hartree/bohr
2S+1	3
energy	-19662.651	eV

XYZ file:
```
14
C2H7O4P (ωB97M-V/def2-TZVPD)
C -0.327 0.057 -0.550
C -1.161 0.564 0.659
O -0.931 -0.888 -1.414
O 2.033 -0.756 -1.514
O 2.065 -1.334 0.878
O 1.925 1.053 0.307
P 1.278 -0.385 -0.133
H -1.580 -0.247 1.376
H -2.052 1.244 0.262
H -0.551 1.308 1.171
H -1.494 -1.489 -0.958
H 1.519 -0.542 -2.230
H 3.016 -1.152 1.290
H 2.235 1.453 -0.511
```

Listed below, in e, are the natural (NBO) charges computed for each atom: C -0.062; C -0.738; O -0.722; O -0.963; O -1.065; O -0.989; P 1.928; H 0.234; H 0.242; H 0.244; H 0.482; H 0.490; H 0.432; H 0.488



ORCA calculation (ωB97M-V/def2-TZVPD) on a structure of composition C2H7O7P2ReSbSe4.

Properties
relative energy (zero: lowest compared OMol25 entry of this formula, charge and spin)	16.50	kcal/mol
⟨S²⟩	1.212
gap between HOMO and LUMO (alpha / beta)	5.5 / 5.8	eV
strongest force on any atom	0.0235	hartree/bohr
2S+1	2
energy	-305155.330	eV

XYZ file:
```
24
C2H7O7P2ReSbSe4 (ωB97M-V/def2-TZVPD)
Re -0.925 -1.400 -0.235
Se -4.987 -3.353 2.260
Sb -4.343 -2.861 0.057
Se -1.711 -3.553 -0.022
Se -3.054 -0.488 0.005
Se -5.426 -3.153 -1.997
C -0.096 1.492 1.112
C 1.070 1.070 0.217
O 2.028 2.129 0.107
P 0.660 0.751 -1.558
O 1.814 1.298 -2.456
O -0.582 1.629 -1.970
O 0.350 -0.712 -1.794
P 1.932 -0.487 0.708
O 2.481 -0.053 2.145
O 2.986 -0.740 -0.292
O 0.816 -1.536 0.933
H -0.821 2.113 0.588
H 0.326 2.072 1.933
H -0.616 0.644 1.558
H 2.474 2.213 0.960
H 2.688 0.968 -2.177
H -0.380 2.437 -2.461
H 3.316 -0.480 2.378
```

Listed below, in e, are the natural (NBO) charges computed for each atom: Re 0.809; Se -0.546; Sb 0.982; Se -0.035; Se -0.208; Se -0.538; C -0.655; C -0.490; O -0.719; P 2.373; O -0.963; O -0.975; O -1.037; P 2.356; O -0.999; O -1.111; O -1.078; H 0.240; H 0.246; H 0.239; H 0.491; H 0.555; H 0.538; H 0.525



ORCA calculation (ωB97M-V/def2-TZVPD) on a cluster of 2 separate species, C2H7OPS in total.

Properties
relative energy (zero: lowest compared OMol25 entry of this formula, charge and spin)	109.21	kcal/mol
gap between HOMO and LUMO	8.9	eV
strongest force on any atom	0.0957	hartree/bohr
energy	-24355.334	eV

XYZ file:
```
12
C2H7OPS (ωB97M-V/def2-TZVPD)
C 0.635 -0.279 -2.123
C -0.327 -1.460 1.850
O -0.612 -0.514 0.966
P -0.949 1.105 1.083
S 0.026 -1.020 3.416
H -0.137 -0.409 -1.466
H 1.623 -0.565 -1.791
H 0.732 0.823 -2.424
H 0.332 -0.888 -3.095
H 0.087 1.577 0.410
H -1.704 1.331 -0.044
H 0.293 0.298 3.217
```

Listed below, in e, are the natural (NBO) charges computed for each atom: C -0.843; C 0.046; O -0.762; P 0.617; S 0.113; H 0.209; H 0.216; H 0.204; H 0.212; H -0.063; H -0.039; H 0.089